Density functional theory data (ωB97M-V with the def2-TZVPD basis set) for a cluster of 12 separate species, C44H119N7O19 in total at a distorted geometry.

Bonds (Å) are listed after each position.
Atoms and positions in Å:
1 O 16.06980 19.95323 -24.42332  H2 0.960, H3 0.960, H4 0.960
2 H 16.69359 20.23829 -25.09505  O1 0.960
3 H 15.21286 20.28206 -24.70462  O1 0.960
4 H 16.28632 20.35155 -23.57712  O1 0.960
5 C 15.03419 18.87683 -19.46820  C6 1.506, H8 1.090, H9 1.090, H10 1.090
6 C 16.12122 19.82944 -19.04660  C5 1.506, O7 1.404, H11 1.090, H12 1.090
7 O 17.03026 20.25903 -20.02644  C6 1.404
8 H 15.40533 17.88487 -19.72583  C5 1.090
9 H 14.53694 19.36817 -20.30451  C5 1.090
10 H 14.24149 18.65939 -18.75235  C5 1.090
11 H 16.72907 19.48616 -18.20948  C6 1.090
12 H 15.55293 20.64062 -18.59148  C6 1.090
13 O 17.99858 24.93397 -22.03757  H14 0.957, H15 0.957
14 H 18.04399 24.85373 -22.99032  O13 0.957
15 H 17.98216 24.03072 -21.72118  O13 0.957
16 O 21.57755 19.35307 -22.57059  H17 0.957, H18 0.957
17 H 21.48268 19.33071 -23.52281  O16 0.957
18 H 20.83644 19.87777 -22.26783  O16 0.957
19 O 21.39552 18.74167 -17.66755  H20 0.957, H21 0.957
20 H 21.39602 18.53984 -16.73187  O19 0.957
21 H 20.54233 19.14585 -17.82542  O19 0.957
22 C 18.91831 25.13344 -13.65547  O23 1.420, H31 1.090, H32 1.090, H33 1.090
23 O 18.84793 25.63894 -12.33088  C22 1.420, C24 1.401
24 C 17.87328 25.04413 -11.51846  O23 1.401, C25 1.541, H34 1.090, H35 1.090
25 C 17.71929 25.76860 -10.16743  C24 1.541, N26 1.472, H36 1.090, H37 1.090
26 N 18.80790 25.29543 -9.29704  C25 1.472, C27 1.440, H38 1.010
27 C 18.79794 25.91195 -7.99617  N26 1.440, C28 1.543, H39 1.090, H40 1.090
28 C 19.92114 25.25678 -7.16496  C27 1.543, O29 1.395, H41 1.090, H42 1.090
29 O 21.11773 25.81616 -7.61400  C28 1.395, C30 1.397
30 C 22.23858 25.20089 -7.05068  O29 1.397, H43 1.090, H44 1.090, H45 1.090
31 H 19.09274 24.05748 -13.65486  C22 1.090
32 H 19.86547 25.43416 -14.10330  C22 1.090
33 H 18.13710 25.45090 -14.34614  C22 1.090
34 H 17.98476 23.97788 -11.32154  C24 1.090
35 H 16.89934 25.14966 -11.99638  C24 1.090
36 H 16.82059 25.38009 -9.68837  C25 1.090
37 H 17.77411 26.85689 -10.19436  C25 1.090
38 H 19.67858 25.45148 -9.78455  N26 1.010
39 H 17.80376 25.75960 -7.57604  C27 1.090
40 H 18.86113 27.00005 -8.00816  C27 1.090
41 H 19.83696 24.17589 -7.27757  C28 1.090
42 H 19.78766 25.47324 -6.10504  C28 1.090
43 H 23.18248 25.65987 -7.34476  C30 1.090
44 H 22.29952 24.19882 -7.47523  C30 1.090
45 H 22.15430 25.16691 -5.96447  C30 1.090
46 C 5.55118 16.90424 -11.36724  O47 1.406, H55 1.090, H56 1.090, H57 1.090
47 O 5.30335 16.54993 -12.70475  C46 1.406, C48 1.431
48 C 6.49112 16.63155 -13.49885  O47 1.431, C49 1.523, H58 1.090, H59 1.090
49 C 6.22626 16.15103 -14.91984  C48 1.523, N50 1.412, H60 1.090, H61 1.090
50 N 7.48410 15.84385 -15.48366  C49 1.412, C51 1.472, H62 1.010
51 C 7.35336 15.10475 -16.74938  N50 1.472, C52 1.479, H63 1.090, H64 1.090
52 C 8.72416 14.85231 -17.24275  C51 1.479, O53 1.385, H65 1.090, H66 1.090
53 O 8.52186 14.18619 -18.44031  C52 1.385, C54 1.404
54 C 9.67974 13.87484 -19.17129  O53 1.404, H67 1.090, H68 1.090, H69 1.090
55 H 6.46641 16.40174 -11.05425  C46 1.090
56 H 4.76453 16.40768 -10.79916  C46 1.090
57 H 5.39529 17.98298 -11.35702  C46 1.090
58 H 7.28963 16.02099 -13.07729  C48 1.090
59 H 6.72867 17.69402 -13.55196  C48 1.090
60 H 5.62705 16.85263 -15.50019  C49 1.090
61 H 5.67385 15.21208 -14.88351  C49 1.090
62 H 7.95075 15.26569 -14.79951  N50 1.010
63 H 6.77572 15.70031 -17.45631  C51 1.090
64 H 6.75748 14.19571 -16.66770  C51 1.090
65 H 9.24450 14.12794 -16.61614  C52 1.090
66 H 9.23813 15.80511 -17.36965  C52 1.090
67 H 9.34581 13.29805 -20.03379  C54 1.090
68 H 10.26512 13.16081 -18.59199  C54 1.090
69 H 10.30948 14.70595 -19.48874  C54 1.090
70 C 23.37338 20.24472 -13.58657  O71 1.407, H79 1.090, H80 1.090, H81 1.090
71 O 22.11506 19.69600 -13.89450  C70 1.407, C72 1.386
72 C 21.41458 19.20477 -12.80352  O71 1.386, C73 1.531, H82 1.090, H83 1.090
73 C 20.42601 18.07705 -13.11393  C72 1.531, N74 1.453, H84 1.090, H85 1.090
74 N 20.90013 16.94587 -13.89380  C73 1.453, C75 1.473, H86 1.010
75 C 20.04355 15.74797 -13.85493  N74 1.473, C76 1.509, H87 1.090, H88 1.090
76 C 18.98009 15.79787 -14.92371  C75 1.509, O77 1.439, H89 1.090, H90 1.090
77 O 18.32877 14.51703 -14.85287  C76 1.439, C78 1.448
78 C 17.24323 14.46338 -15.81001  O77 1.448, H91 1.090, H92 1.090, H93 1.090
79 H 23.56693 21.13153 -14.19007  C70 1.090
80 H 24.16744 19.58872 -13.94330  C70 1.090
81 H 23.44817 20.61419 -12.56383  C70 1.090
82 H 20.87747 20.05121 -12.37555  C72 1.090
83 H 21.99231 18.91042 -11.92734  C72 1.090
84 H 19.61510 18.68250 -13.51886  C73 1.090
85 H 19.89090 17.72974 -12.23011  C73 1.090
86 H 21.84146 16.63437 -13.70153  N74 1.010
87 H 19.56506 15.61719 -12.88434  C75 1.090
88 H 20.65924 14.86433 -14.02283  C75 1.090
89 H 19.41595 15.98370 -15.90534  C76 1.090
90 H 18.28041 16.62149 -14.78158  C76 1.090
91 H 17.00305 13.43574 -16.08274  C78 1.090
92 H 17.42274 15.11458 -16.66547  C78 1.090
93 H 16.36068 14.83444 -15.28894  C78 1.090
94 C 20.30752 9.56295 -21.21468  O95 1.385, H103 1.090, H104 1.090, H105 1.090
95 O 20.09953 10.39696 -22.30038  C94 1.385, C96 1.388
96 C 19.44219 11.58963 -22.03461  O95 1.388, C97 1.505, H106 1.090, H107 1.090
97 C 19.31478 12.43275 -23.27441  C96 1.505, N98 1.471, H108 1.090, H109 1.090
98 N 20.60153 12.81850 -23.87410  C97 1.471, C99 1.458, H110 1.010
99 C 20.44031 13.70005 -25.02389  N98 1.458, C100 1.580, H111 1.090, H112 1.090
100 C 21.81607 13.94082 -25.76238  C99 1.580, O101 1.409, H113 1.090, H114 1.090
101 O 22.31460 12.84806 -26.49971  C100 1.409, C102 1.429
102 C 23.71105 12.84600 -26.80477  O101 1.429, H115 1.090, H116 1.090, H117 1.090
103 H 20.92454 9.94944 -20.40350  C94 1.090
104 H 20.88685 8.70063 -21.54465  C94 1.090
105 H 19.38854 9.11408 -20.83775  C94 1.090
106 H 19.98144 12.14993 -21.27082  C96 1.090
107 H 18.47247 11.39012 -21.57861  C96 1.090
108 H 18.75396 13.34381 -23.06573  C97 1.090
109 H 18.73147 11.83200 -23.97223  C97 1.090
110 H 20.95999 11.96250 -24.27270  N98 1.010
111 H 20.11087 14.71243 -24.79010  C99 1.090
112 H 19.66015 13.45672 -25.74517  C99 1.090
113 H 22.58993 14.40232 -25.14897  C100 1.090
114 H 21.67308 14.71349 -26.51778  C100 1.090
115 H 24.09445 13.86472 -26.86230  C102 1.090
116 H 23.94163 12.29679 -27.71762  C102 1.090
117 H 24.17024 12.33667 -25.95752  C102 1.090
118 C 13.18267 16.60627 -26.46210  O119 1.415, H127 1.090, H128 1.090, H129 1.090
119 O 13.03056 18.01046 -26.37065  C118 1.415, C120 1.367
120 C 11.77471 18.54696 -26.30228  O119 1.367, C121 1.550, H130 1.090, H131 1.090
121 C 11.64642 20.07575 -26.52406  C120 1.550, N122 1.519, H132 1.090, H133 1.090
122 N 12.19681 20.85117 -25.33892  C121 1.519, C123 1.488, H134 1.010
123 C 11.99299 22.31249 -25.52896  N122 1.488, C124 1.545, H135 1.090, H136 1.090
124 C 12.50114 23.14090 -24.32757  C123 1.545, O125 1.456, H137 1.090, H138 1.090
125 O 11.59157 22.96643 -23.20405  C124 1.456, C126 1.405
126 C 11.98820 23.51557 -21.97270  O125 1.405, H139 1.090, H140 1.090, H141 1.090
127 H 14.25376 16.41849 -26.53700  C118 1.090
128 H 12.75956 16.12967 -27.34637  C118 1.090
129 H 12.75139 16.26935 -25.51945  C118 1.090
130 H 11.30450 18.33188 -25.34272  C120 1.090
131 H 11.16546 18.08830 -27.08109  C120 1.090
132 H 10.59159 20.34407 -26.58273  C121 1.090
133 H 12.13186 20.35552 -27.45904  C121 1.090
134 H 11.71344 20.59182 -24.49086  N122 1.010
135 H 10.96749 22.55402 -25.80844  C123 1.090
136 H 12.47370 22.65129 -26.44669  C123 1.090
137 H 12.42209 24.21725 -24.48026  C124 1.090
138 H 13.53978 22.87144 -24.13595  C124 1.090
139 H 11.18445 23.25099 -21.28561  C126 1.090
140 H 12.07664 24.60126 -22.01225  C126 1.090
141 H 12.87719 23.05391 -21.54297  C126 1.090
142 C 8.78994 22.75281 -14.41111  O143 1.433, H151 1.090, H152 1.090, H153 1.090
143 O 8.33511 24.11148 -14.45471  C142 1.433, C144 1.446
144 C 9.04645 24.95037 -13.51544  O143 1.446, C145 1.522, H154 1.090, H155 1.090
145 C 8.57493 26.39546 -13.43117  C144 1.522, N146 1.431, H156 1.090, H157 1.090
146 N 7.35222 26.38329 -12.68713  C145 1.431, C147 1.466, H158 1.010
147 C 6.23245 25.91605 -13.50969  N146 1.466, C148 1.502, H159 1.090, H160 1.090
148 C 5.03517 25.68608 -12.63217  C147 1.502, O149 1.454, H161 1.090, H162 1.090
149 O 4.49937 26.99356 -12.29109  C148 1.454, C150 1.471
150 C 4.64823 27.25440 -10.85117  O149 1.471, H163 1.090, H164 1.090, H165 1.090
151 H 9.80995 22.71382 -14.79342  C142 1.090
152 H 8.15646 22.18769 -15.09480  C142 1.090
153 H 8.72041 22.18633 -13.48247  C142 1.090
154 H 10.11522 24.93630 -13.72901  C144 1.090
155 H 8.92616 24.43481 -12.56264  C144 1.090
156 H 8.55272 26.82430 -14.43302  C145 1.090
157 H 9.26366 26.93805 -12.78360  C145 1.090
158 H 7.17549 27.29350 -12.28665  N146 1.010
159 H 6.47245 24.97302 -14.00082  C147 1.090
160 H 5.99565 26.59213 -14.33124  C147 1.090
161 H 5.13340 24.96792 -11.81811  C148 1.090
162 H 4.31000 25.24056 -13.31316  C148 1.090
163 H 3.67618 27.36777 -10.37121  C150 1.090
164 H 5.21678 28.16977 -10.68703  C150 1.090
165 H 5.07540 26.46058 -10.23841  C150 1.090
166 C 7.00107 21.25912 -22.34803  O167 1.430, H175 1.090, H176 1.090, H177 1.090
167 O 6.90965 20.66302 -23.64466  C166 1.430, C168 1.391
168 C 5.68284 20.68921 -24.29925  O167 1.391, C169 1.493, H178 1.090, H179 1.090
169 C 5.11196 22.05697 -24.48254  C168 1.493, N170 1.476, H180 1.090, H181 1.090
170 N 4.15725 22.03367 -25.60818  C169 1.476, C171 1.436, H182 1.010
171 C 3.38103 23.20847 -25.89051  N170 1.436, C172 1.535, H183 1.090, H184 1.090
172 C 2.56016 23.06608 -27.17980  C171 1.535, O173 1.439, H185 1.090, H186 1.090
173 O 1.68387 24.18901 -27.38436  C172 1.439, C174 1.401
174 C 0.52403 24.15845 -26.59966  O173 1.401, H187 1.090, H188 1.090, H189 1.090
175 H 6.63623 22.27504 -22.49930  C166 1.090
176 H 7.97725 21.28524 -21.86378  C166 1.090
177 H 6.36701 20.57310 -21.78639  C166 1.090
178 H 5.01309 19.96925 -23.82894  C168 1.090
179 H 5.82403 20.22439 -25.27501  C168 1.090
180 H 5.90846 22.75280 -24.74621  C169 1.090
181 H 4.73307 22.49775 -23.56045  C169 1.090
182 H 4.53719 21.58226 -26.42792  N170 1.010
183 H 3.99269 24.08657 -26.09766  C171 1.090
184 H 2.82255 23.60042 -25.04046  C171 1.090
185 H 1.99868 22.13487 -27.10442  C172 1.090
186 H 3.12688 23.00446 -28.10885  C172 1.090
187 H -0.21963 24.86518 -26.96789  C174 1.090
188 H 0.78458 24.52573 -25.60703  C174 1.090
189 H 0.00369 23.20915 -26.47245  C174 1.090

Values from the calculation:
Calculated total energy   -3559.9264 hartree
Net charge   0
Strongest force on any atom   0.0581 hartree/bohr
Frontier orbital gap   3.73 eV
Lowest unoccupied orbital energy   -1.9331 eV
Energy above the lowest of the compared OMol25 structures with the same formula, charge and spin   10.788 eV